[1]
Below is C31H27ClN2O9PV as an isolated structure at a distorted geometry, with properties calculated with ωB97M-V with the def2-TZVPD basis set.

Calculated values
**Net charge**: -1
**<S²>**: 0.76
**Orbital gap (spin up / spin down)**: 5.55 / 4.95 eV
**Multiplicity**: 2

Geometry (Å):
V -0.6027 -0.1921 -0.4962
C -4.0792 -0.3576 3.0864
C -2.7181 -0.6712 2.4609
C -1.7988 -1.3728 3.4610
C -2.0681 0.6121 1.8931
C -1.7532 1.6457 2.9803
O -0.3847 1.4349 3.2635
C 0.1407 0.7559 2.1957
N -0.7470 0.3341 1.3249
C 1.5634 0.5734 2.2777
C 2.1515 0.6556 3.5574
C 3.4984 0.4588 3.7389
C 4.3256 0.2197 2.6455
C 3.7752 0.1656 1.3789
C 2.4080 0.3262 1.1743
P 1.6857 0.2517 -0.4873
C 2.8094 -0.9758 -1.2257
C 3.4979 -0.7880 -2.4169
C 4.2957 -1.7996 -2.9254
C 4.3773 -3.0165 -2.2703
C 3.6863 -3.2110 -1.0851
C 2.9111 -2.1971 -0.5617
C 2.2506 1.7895 -1.3020
C 3.2533 2.6168 -0.8088
C 3.6538 3.7268 -1.5337
C 3.0688 4.0078 -2.7564
C 2.0424 3.2073 -3.2337
C 1.6228 2.1069 -2.5064
H -4.6164 -1.2838 3.2782
H -4.6821 0.2513 2.4173
H -3.9751 0.1742 4.0310
H -2.8814 -1.3534 1.6215
H -1.5271 -0.7133 4.2834
H -0.8865 -1.7038 2.9643
H -2.3055 -2.2418 3.8755
H -2.7186 1.0402 1.1245
H -2.3162 1.5152 3.9025
H -1.8920 2.6685 2.6115
H 1.5162 0.8502 4.4065
H 3.9170 0.4781 4.7349
H 5.3884 0.0894 2.7839
H 4.4170 -0.0063 0.5258
H 3.4139 0.1480 -2.9497
H 4.8477 -1.6433 -3.8437
H 4.9700 -3.8213 -2.6809
H 3.7415 -4.1631 -0.5774
H 2.3470 -2.3499 0.3508
H 3.7177 2.3948 0.1420
H 4.4284 4.3695 -1.1392
H 3.4092 4.8549 -3.3348
H 1.5700 3.4532 -4.1728
H 0.8101 1.4767 -2.8524
O -7.1723 -1.8913 -2.0652
C -6.6835 -0.7696 -2.1827
O -7.1696 0.3142 -2.4934
C -5.1440 -0.6979 -1.8117
C -4.4960 -1.8118 -1.2920
C -3.1996 -1.6922 -0.8245
N -2.5284 -0.5422 -0.8668
C -3.1363 0.5230 -1.4093
C -4.4402 0.4976 -1.8747
C -2.2788 1.7672 -1.4046
O -2.7259 2.8509 -1.7453
O -1.0922 1.5571 -0.9745
H -5.0210 -2.7546 -1.2589
H -2.6744 -2.5448 -0.4019
H -4.8965 1.3885 -2.2807
O -0.1076 -2.2309 -0.6617
Cl -0.1843 -2.2006 -2.0997
O -1.3447 -2.8860 -2.5097
O 0.9670 -2.8206 -2.6378
O -0.2306 -0.8458 -2.5373

[2]
Below is a 2-piece molecular cluster, C10H17F3O5 overall at a distorted geometry, with properties calculated with ωB97M-V with the def2-TZVPD basis set.

Calculated values
**SMILES**: O=C(O)COC(=O)OC(F)(F)F.CCCCCC
**Orbital gap**: 9.92 eV

Geometry (Å):
O 2.2660 -0.0902 3.0304
C 1.8264 1.1192 2.6716
O 2.8209 2.2229 2.4822
C 0.2082 1.3753 2.4185
O -0.5643 1.5460 3.6583
C -1.5441 2.6611 3.5404
O -1.0904 3.9452 3.5009
O -3.0065 2.4693 3.5212
C -3.5211 2.2434 2.1619
F -2.7797 1.2375 1.3668
F -4.9164 1.6906 2.3277
F -3.6626 3.4780 1.3391
H 2.4467 2.7112 1.6683
H 0.0567 2.3645 1.7679
H -0.2122 0.4964 1.7297
C 0.1346 -3.6801 -2.8145
C 0.7430 -3.0390 -1.5760
C -0.1082 -1.9012 -1.0080
C -0.3018 -0.7003 -1.9413
C 0.9894 -0.0301 -2.4179
C 1.8104 0.5620 -1.2833
H 0.0466 -2.9659 -3.6377
H 0.7654 -4.5063 -3.1584
H -0.8597 -4.0811 -2.5966
H 1.7536 -2.6873 -1.8021
H 0.8514 -3.8103 -0.8034
H 0.3406 -1.5630 -0.0673
H -1.0974 -2.2952 -0.7425
H -0.9187 0.0442 -1.4228
H -0.8815 -1.0100 -2.8187
H 0.7259 0.7745 -3.1149
H 1.6023 -0.7381 -2.9854
H 1.2306 1.3093 -0.7322
H 2.7035 1.0537 -1.6824
H 2.1424 -0.2064 -0.5795

[3]
Below is a 2-piece molecular cluster, C5H9I overall at a distorted geometry, with properties calculated with ωB97M-V with the def2-TZVPD basis set.

Calculated values
**<S²>**: 2.01
**Orbital gap (spin up / spin down)**: 8.73 / 7.63 eV
**Multiplicity**: 3

Geometry (Å):
C -0.3295 0.5395 -0.6808
C 2.0204 0.7002 -2.4437
C -0.4515 -0.1387 0.4169
C -1.6921 -0.1109 1.3000
C 0.5456 -1.1710 0.9143
I 3.0857 2.4087 -2.2798
H -1.1258 1.2275 -0.9365
H 0.5631 0.5105 -1.3294
H 1.2077 0.7673 -3.3263
H -2.2823 -1.1389 1.4242
H -2.4748 0.7230 1.1912
H -1.1011 -0.0065 2.1890
H -0.0281 -2.1045 0.9987
H 0.5163 -0.9560 1.9570
H 1.5463 -1.2502 0.6051

[4]
Below is a 9-piece molecular cluster, C33H50O15 overall at a distorted geometry, with properties calculated with ωB97M-V with the def2-TZVPD basis set.

Calculated values
**SMILES**: O=C1C=C(O)C(=O)C=C1O.O=C1C=C(O)C(=O)C=C1O.CC(C)=O.CC(C)=O.CC(C)=O.CC(C)=O.CC(C)=O.CC(C)=O.CC(C)=O
**Orbital gap**: 6.44 eV

Geometry (Å):
O 32.7310 39.1810 11.2810
C 31.6850 39.7610 11.6110
C 31.1920 40.8280 10.8990
C 29.8120 41.5360 11.3060
O 29.1360 42.3050 10.3630
C 29.0350 41.0460 12.4120
O 27.9310 41.5220 12.7200
C 29.5860 39.8880 13.1720
C 30.9350 39.3570 12.7830
O 31.5090 38.3410 13.4810
H 31.5630 41.0330 9.9840
H 29.7260 42.5970 9.8470
H 29.0520 39.5740 14.0530
H 32.4620 38.0230 13.2830
O 28.6970 36.9100 7.8530
C 28.7260 37.7830 6.9430
C 28.0450 37.5960 5.6620
C 28.1320 38.6430 4.5340
O 27.7790 38.3630 3.2350
C 28.9000 39.8750 4.7080
O 28.9370 40.7030 3.8360
C 29.4860 40.0620 5.9950
C 29.4420 39.0300 7.1360
O 30.1570 39.2800 8.2870
H 27.7390 36.6440 5.3830
H 27.6480 37.5740 2.8710
H 30.0530 41.0010 6.1940
H 29.8410 38.9160 8.9440
C 35.1370 35.0180 12.2390
C 34.8680 36.4590 12.3340
C 35.8020 37.4100 11.5760
O 33.8520 36.8660 12.8950
H 36.0800 34.8050 12.3720
H 34.9110 34.6530 11.3330
H 34.6370 34.4190 13.0290
H 35.7790 37.0250 10.5440
H 36.9920 37.4650 11.8670
H 35.4290 38.2950 11.7560
C 32.8950 34.7920 15.2240
C 34.0160 35.4080 15.8430
C 33.7840 36.8700 16.3040
O 34.9920 34.7620 16.1440
H 31.9420 35.1020 15.8110
H 32.9620 33.7830 15.1900
H 32.7030 35.2010 14.1240
H 33.3470 37.3590 15.4340
H 34.5820 37.3040 16.6890
H 33.1510 37.1330 16.9650
C 31.4240 46.9250 7.8380
C 31.1250 45.5260 7.5310
C 30.8380 45.0800 6.0690
O 31.1590 44.6500 8.4260
H 32.1130 47.3470 7.2030
H 31.8830 46.9270 8.8610
H 30.4370 47.3720 7.6010
H 31.3230 45.7530 5.2750
H 29.8880 45.2530 6.0910
H 30.7970 44.0200 6.0750
C 35.3270 39.6710 7.4060
C 34.4420 40.3810 6.3810
C 33.1430 41.0720 6.7000
O 34.7670 40.3410 5.2100
H 35.6740 40.4370 8.0750
H 36.3010 39.2080 6.9440
H 34.7880 39.0260 7.9180
H 32.4730 41.2820 5.6900
H 33.3540 42.1520 7.0030
H 32.4660 40.6360 7.4780
C 27.0040 39.0780 10.2620
C 28.0690 38.1170 10.7120
C 27.6230 36.8010 11.3890
O 29.3340 38.1990 10.4030
H 27.0590 40.1710 10.4960
H 26.1250 38.8830 10.5890
H 27.0230 39.0490 9.1770
H 28.0270 35.9140 11.0870
H 26.6720 36.5830 11.2480
H 27.8940 36.9530 12.3350
C 27.9960 35.8620 17.4060
C 29.4760 36.0970 16.9880
C 29.7650 37.0360 15.9460
O 30.4560 35.5760 17.6540
H 28.3040 35.1720 18.2280
H 27.5150 35.3210 16.6400
H 27.5900 36.7830 17.6860
H 30.6780 37.1830 15.8580
H 29.3750 38.0910 16.0780
H 29.7150 36.5060 14.9260
C 26.7590 43.9040 5.9590
C 26.9040 44.6340 7.2910
C 26.3800 43.9380 8.5750
O 27.2310 45.8820 7.4620
H 27.5970 43.1570 6.1150
H 26.8970 44.4290 5.1630
H 25.8460 43.4190 5.7500
H 25.6040 43.3400 8.2550
H 26.3110 44.8390 9.4440
H 27.0390 43.1430 8.8070

Values of total energy, in order: -101488.3560 -29030.1409 -13425.3717 -65726.6351, all in eV.